This record from the OMol25 dataset describes 16 unconnected molecules or ions with the total composition C87H175F2N3O39 at a distorted geometry. The level of theory is wB97M-V/def2-TZVPD.

```
! RIJCOSX wB97M-V def2-TZVPD def2/J DEFGRID3
* xyz 0 1
C 14.91 15.40 27.09
C 13.97 14.28 26.67
O 12.89 14.98 26.18
C 12.95 16.34 26.54
O 12.16 17.13 26.21
O 14.08 16.51 27.30
F 13.65 13.53 27.73
H 15.66 15.51 26.34
H 15.35 15.18 28.07
H 14.35 13.61 25.84
C 24.50 19.28 17.24
C 24.29 19.62 18.73
O 23.08 19.00 19.04
C 22.49 18.38 17.91
O 21.42 17.88 17.97
O 23.30 18.60 16.88
F 24.19 21.07 18.79
H 25.34 18.57 17.19
H 24.58 20.25 16.74
H 25.16 19.41 19.38
C 17.90 21.49 33.08
O 17.97 20.35 32.26
C 18.71 19.28 32.84
C 18.47 18.00 32.02
O 19.16 18.18 30.81
C 18.46 17.65 29.67
C 19.43 17.52 28.51
O 20.65 16.87 28.78
C 20.57 15.63 29.42
H 17.47 21.32 34.09
H 17.32 22.29 32.54
H 18.94 21.87 33.27
H 18.44 19.08 33.88
H 19.77 19.62 32.89
H 17.41 17.98 31.80
H 18.83 17.13 32.59
H 17.67 18.36 29.42
H 18.03 16.70 29.98
H 19.63 18.49 28.11
H 18.88 16.96 27.73
H 21.60 15.27 29.40
H 19.88 14.97 28.88
H 20.25 15.63 30.46
C 13.77 16.58 22.98
O 14.83 16.39 23.89
C 16.09 16.70 23.31
C 17.19 16.34 24.26
O 17.14 14.92 24.37
C 18.31 14.37 24.90
C 18.06 12.90 24.85
O 17.32 12.48 26.02
C 17.30 11.06 25.97
H 12.89 16.52 23.60
H 13.82 15.73 22.24
H 13.72 17.52 22.50
H 16.11 17.75 22.92
H 16.26 16.09 22.39
H 17.12 16.80 25.29
H 18.08 16.80 23.73
H 18.53 14.73 25.95
H 19.21 14.62 24.28
H 18.97 12.37 24.84
H 17.54 12.67 23.93
H 16.88 10.56 26.85
H 18.28 10.65 25.82
H 16.79 10.61 25.07
C 19.25 14.60 17.58
O 18.27 14.93 18.49
C 18.41 16.21 19.05
C 17.52 16.33 20.22
O 16.12 16.47 19.94
C 15.59 15.26 19.34
C 14.02 15.38 19.33
O 13.44 14.56 18.36
C 12.07 14.40 18.56
H 20.20 14.67 18.09
H 19.20 15.29 16.68
H 19.06 13.58 17.29
H 18.15 17.03 18.32
H 19.48 16.39 19.29
H 17.78 17.28 20.75
H 17.68 15.39 20.77
H 15.94 14.40 19.96
H 16.02 15.13 18.29
H 13.75 16.42 19.24
H 13.72 15.01 20.28
H 11.73 13.52 18.02
H 11.50 15.32 18.18
H 11.85 14.19 19.62
C 20.60 18.58 24.76
O 21.69 17.84 24.48
C 22.85 18.54 24.25
C 24.04 17.74 24.84
O 25.21 18.41 24.40
C 26.34 17.61 24.66
C 27.65 18.40 24.55
O 27.91 18.86 25.81
C 29.12 19.61 25.98
H 20.66 18.91 25.83
H 19.79 17.90 24.68
H 20.45 19.45 24.16
H 22.89 19.51 24.79
H 23.06 18.73 23.19
H 24.02 16.76 24.34
H 24.05 17.64 25.95
H 26.42 16.71 24.09
H 26.35 17.19 25.69
H 27.49 19.17 23.78
H 28.41 17.70 24.16
H 29.31 19.75 27.08
H 28.92 20.62 25.63
H 30.01 19.11 25.50
C 20.86 22.57 25.04
O 20.11 22.67 26.22
C 20.78 22.40 27.43
C 19.82 22.47 28.55
O 19.36 23.83 28.76
C 18.85 24.11 30.02
C 18.11 25.35 30.06
O 18.98 26.51 30.13
C 18.52 27.69 29.50
H 20.65 23.30 24.31
H 20.60 21.65 24.54
H 21.90 22.56 25.20
H 21.68 23.08 27.51
H 21.11 21.35 27.39
H 20.41 22.14 29.41
H 18.97 21.79 28.42
H 19.63 23.98 30.79
H 18.04 23.37 30.29
H 17.44 25.45 30.95
H 17.48 25.42 29.14
H 18.43 27.63 28.37
H 19.35 28.34 29.71
H 17.62 28.09 29.95
C 15.16 20.04 29.75
O 14.21 21.04 30.24
C 14.81 22.21 30.63
C 13.74 23.18 31.03
O 13.07 23.77 29.95
C 11.91 24.44 30.37
C 12.04 25.92 30.14
O 12.78 26.41 31.32
C 13.16 27.76 31.14
H 14.63 19.08 29.65
H 16.02 19.94 30.36
H 15.45 20.32 28.69
H 15.46 22.66 29.88
H 15.52 21.98 31.48
H 14.18 23.93 31.79
H 13.05 22.60 31.61
H 11.58 24.35 31.44
H 11.04 24.08 29.84
H 11.07 26.42 30.09
H 12.61 26.07 29.21
H 13.69 27.90 30.21
H 13.75 28.01 32.00
H 12.23 28.31 31.20
C 23.69 15.16 19.56
O 24.38 15.32 20.77
C 24.56 16.64 21.24
C 25.99 17.14 21.05
O 26.25 17.32 19.69
C 27.65 17.60 19.48
C 28.12 19.05 19.98
O 27.40 19.95 19.13
C 27.67 21.26 19.57
H 23.09 14.22 19.69
H 24.30 14.95 18.66
H 23.00 16.01 19.37
H 24.33 16.61 22.32
H 23.91 17.37 20.70
H 26.76 16.46 21.49
H 25.87 18.08 21.58
H 27.79 17.57 18.40
H 28.25 16.77 19.94
H 29.20 19.12 19.93
H 27.78 19.25 21.02
H 28.69 21.48 19.36
H 27.40 21.43 20.63
H 27.08 21.92 18.95
C 19.29 12.35 20.84
O 20.51 12.86 21.29
C 20.46 14.19 21.72
C 21.77 14.39 22.52
O 21.56 13.83 23.80
C 22.56 14.18 24.79
C 22.48 13.21 25.98
O 21.31 13.49 26.64
C 21.26 12.72 27.86
H 18.95 12.78 19.90
H 18.48 12.55 21.67
H 19.41 11.32 20.78
H 19.66 14.37 22.44
H 20.37 14.91 20.90
H 21.95 15.47 22.61
H 22.56 13.90 22.02
H 22.25 15.17 25.12
H 23.58 14.31 24.30
H 23.37 13.35 26.57
H 22.45 12.15 25.64
H 22.04 13.13 28.47
H 21.40 11.66 27.69
H 20.23 12.82 28.31
C 13.78 29.72 27.37
O 14.57 28.67 27.89
C 15.11 27.84 26.93
C 14.06 27.04 26.16
O 13.31 26.25 27.10
C 13.72 24.93 27.15
C 15.06 24.86 27.91
O 16.19 24.97 27.06
C 16.45 23.92 26.10
H 13.56 30.41 28.19
H 12.75 29.42 27.01
H 14.39 30.11 26.60
H 15.65 27.13 27.54
H 15.77 28.36 26.18
H 14.54 26.45 25.40
H 13.28 27.70 25.73
H 13.86 24.61 26.16
H 12.89 24.40 27.63
H 15.09 23.88 28.41
H 15.12 25.54 28.73
H 15.92 22.97 26.26
H 17.55 23.72 26.17
H 16.25 24.27 25.03
C 20.71 18.07 21.06
O 19.69 18.77 21.68
C 19.64 20.13 21.18
C 18.40 20.79 21.69
O 18.54 20.94 23.12
C 17.59 20.14 23.78
C 17.44 20.82 25.18
O 17.13 19.96 26.26
C 15.80 19.53 25.95
H 20.50 18.00 19.95
H 20.81 17.08 21.49
H 21.66 18.59 21.24
H 19.63 20.11 20.09
H 20.54 20.68 21.53
H 17.57 20.15 21.39
H 18.24 21.84 21.32
H 17.92 19.10 23.88
H 16.64 20.09 23.25
H 16.77 21.68 25.07
H 18.47 21.16 25.49
H 15.78 19.20 24.91
H 15.12 20.37 26.02
H 15.58 18.78 26.66
C 15.66 24.14 13.52
O 15.66 23.26 14.56
C 14.46 23.14 15.30
C 14.77 22.22 16.45
O 15.72 22.91 17.31
C 16.27 22.14 18.37
C 17.42 21.26 17.94
O 18.53 22.06 17.58
C 19.37 21.24 16.79
H 15.56 25.18 13.83
H 14.83 23.88 12.78
H 16.71 24.02 13.11
H 13.59 22.72 14.73
H 14.26 24.19 15.57
H 15.06 21.17 16.16
H 13.87 22.05 17.07
H 15.44 21.52 18.81
H 16.48 22.82 19.17
H 17.09 20.65 17.10
H 17.73 20.57 18.76
H 19.70 20.36 17.39
H 20.19 21.86 16.54
H 19.04 20.88 15.81
N 13.77 20.14 23.32
C 12.89 19.54 24.20
C 12.14 20.25 25.14
C 12.29 21.68 25.16
C 13.16 22.25 24.31
C 13.91 21.45 23.41
H 12.77 18.46 24.13
H 11.52 19.78 25.87
H 11.75 22.26 25.89
H 13.29 23.28 24.22
H 14.55 21.99 22.71
N 14.68 18.20 17.45
C 13.55 18.14 16.79
C 12.38 18.58 17.28
C 12.33 19.12 18.52
C 13.51 19.31 19.24
C 14.64 18.76 18.64
H 13.63 17.75 15.76
H 11.44 18.57 16.80
H 11.37 19.36 18.93
H 13.47 19.74 20.26
H 15.61 18.87 19.14
N 20.69 26.05 21.43
C 21.12 24.89 21.96
C 21.04 23.68 21.25
C 20.35 23.62 20.09
C 19.78 24.81 19.56
C 20.10 25.96 20.23
H 21.57 24.85 22.98
H 21.50 22.80 21.71
H 20.27 22.66 19.56
H 19.22 24.81 18.64
H 19.79 26.93 19.86
*
```

Calculated values
HOMO-LUMO gap: 9.1 eV
energy: -182791.882 eV
E_HOMO: -8.75 eV
strongest force on any atom: 0.07069 hartree/bohr